(1)
Below is a structure of composition C48H52AsN4O5Ti, with properties calculated with the ωB97M-V functional and the def2-TZVPD basis.

Geometry as XYZ:
```
111
Properties=species:S:1:pos:R:3:lowdin_charge:R:1
Ti -0.45532 0.44002 -0.18208 1.002
O -0.11548 4.64042 0.00347 0.207
C -0.13638 3.42241 -0.44247 -0.455
O -0.15198 2.43085 0.28734 -0.066
C -0.10771 3.30761 -1.93807 -0.039
O -0.52567 2.00216 -2.26007 -0.159
C 0.18428 1.33155 -3.30067 -0.037
C 0.71057 0.02873 -2.69942 -0.546
O 0.90052 -0.95495 -3.36353 0.136
O 0.87795 0.12195 -1.40339 -0.222
H -0.10953 4.67584 0.97125 0.161
H 0.92343 3.50029 -2.25799 0.160
H -0.76520 4.06039 -2.37918 0.163
H 1.02588 1.91966 -3.67257 0.151
H -0.48956 1.11828 -4.12841 0.143
C -0.17126 0.79789 3.90520 -0.019
C 0.24540 -0.61913 3.60451 -0.241
C 0.92477 -1.34599 4.57317 -0.028
C 1.29529 -2.65801 4.34803 -0.047
C 1.00542 -3.25429 3.13245 -0.030
C 0.32107 -2.56762 2.13689 -0.217
C -0.03058 -3.27532 0.85622 -0.029
C -0.06630 -1.24219 2.38691 -0.257
N -0.91454 -0.51987 1.47136 -0.023
C -2.20747 -0.45105 1.79002 -0.238
C -2.81437 -1.20866 2.92651 0.029
C -2.99900 0.43412 0.99670 -0.245
C -4.45161 0.62550 1.28371 0.023
N -2.35334 1.07316 0.03836 0.011
C -3.01425 2.12516 -0.67967 -0.205
C -3.45410 1.94462 -1.99970 -0.199
C -3.41778 0.60243 -2.68008 -0.015
C -3.98071 3.03278 -2.68188 -0.023
C -4.09548 4.27335 -2.07576 -0.043
C -3.74177 4.41703 -0.74658 -0.027
C -3.22376 3.34934 -0.02158 -0.214
C -3.03083 3.50216 1.46794 -0.017
H 0.64652 1.31976 4.40367 0.089
H -1.02553 0.80795 4.58626 0.095
H -0.44246 1.35021 3.00555 0.054
H 1.16238 -0.86829 5.51610 0.130
H 1.80713 -3.21838 5.11924 0.120
H 1.29897 -4.28167 2.95483 0.121
H 0.23593 -4.32828 0.92711 0.090
H 0.51507 -2.84090 0.01711 0.065
H -1.09917 -3.20659 0.64333 0.076
H -2.10117 -1.89276 3.37604 0.096
H -3.68027 -1.77782 2.58380 0.103
H -3.16826 -0.52274 3.70041 0.109
H -4.59057 1.04914 2.28089 0.106
H -4.97025 -0.33453 1.27123 0.104
H -4.91776 1.28528 0.55673 0.100
H -2.46571 0.44122 -3.19058 0.073
H -4.20998 0.55270 -3.42542 0.096
H -3.56558 -0.20333 -1.96306 0.064
H -4.32679 2.89525 -3.69897 0.124
H -4.50101 5.11402 -2.62256 0.119
H -3.90021 5.36725 -0.25080 0.126
H -2.80268 4.53671 1.72283 0.092
H -2.26155 2.84263 1.86539 0.068
H -3.96551 3.25853 1.97906 0.091
N -1.30857 -1.16168 -1.15517 0.158
C -1.47509 -2.03206 -1.91355 -0.180
N -1.85805 -3.00928 -2.65324 -0.033
C -0.94260 -3.84501 -3.45942 -0.100
C -1.02486 -5.30222 -2.99329 -0.150
C -2.43229 -5.64767 -2.47516 -0.176
C -3.48183 -4.78301 -3.17062 -0.166
C -3.30638 -3.32542 -2.75021 -0.110
H 0.06183 -3.44869 -3.38197 0.119
H -1.26012 -3.74960 -4.49852 0.136
H -0.28479 -5.49223 -2.21514 0.110
H -0.76851 -5.93485 -3.84360 0.122
H -2.48974 -5.47527 -1.39678 0.112
H -2.64406 -6.70202 -2.64332 0.119
H -4.48834 -5.09903 -2.90008 0.124
H -3.38935 -4.88516 -4.25298 0.123
H -3.75406 -3.16102 -1.76864 0.130
H -3.77799 -2.64605 -3.46398 0.127
C 5.14232 0.43147 4.66287 -0.062
C 4.80830 -0.71998 3.96399 -0.061
C 3.90277 -0.66455 2.91651 -0.105
C 3.32804 0.54856 2.55914 -0.331
C 3.65330 1.69964 3.26681 -0.105
C 4.56158 1.64150 4.31366 -0.066
As 2.14151 0.64324 0.98370 1.438
C 3.24258 -0.44620 -0.18797 -0.307
C 3.30789 -1.82817 -0.22645 -0.095
C 4.13683 -2.44925 -1.15115 -0.056
C 4.88092 -1.68526 -2.03903 -0.051
C 4.80252 -0.30104 -2.01267 -0.002
C 3.97702 0.33131 -1.08989 -0.188
C 3.80359 1.78768 -0.94113 -0.177
C 4.41711 2.76738 -1.71654 -0.004
C 4.21167 4.11042 -1.43569 -0.055
C 3.40886 4.49254 -0.36846 -0.066
C 2.77804 3.52160 0.39843 -0.125
C 2.95739 2.17756 0.10743 -0.291
H 5.85642 0.38589 5.47406 0.113
H 5.26192 -1.66599 4.23070 0.114
H 3.65942 -1.56548 2.36929 0.089
H 3.21307 2.65100 2.99779 0.089
H 4.82312 2.54614 4.84668 0.112
H 2.72358 -2.42347 0.46730 0.089
H 4.20470 -3.52899 -1.17859 0.112
H 5.52978 -2.17378 -2.75359 0.114
H 5.39456 0.28101 -2.70755 0.114
H 5.07444 2.48385 -2.52858 0.115
H 4.70049 4.86844 -2.03343 0.115
H 3.28584 5.54025 -0.12659 0.115
H 2.17308 3.81691 1.24941 0.099
```

The energy above the lowest of the compared OMol25 structures with the same formula, charge and spin is 1.1436 eV. Its expectation value of S² is 0.7638. The LUMO energy (spin up / spin down) comes out at -6.09 / -6.47 eV. Its spin multiplicity is 2. Its charge is +2.

(2)
Below is a structure of composition C48H52BrIN4O3Sc, with properties calculated with the ωB97M-V functional and the def2-TZVPD basis.

Geometry as XYZ:
```
110
Properties=species:S:1:pos:R:3:lowdin_charge:R:1
Sc 1.10669 -0.48771 0.26457 1.045
C -0.17453 -1.32028 3.75080 -0.081
N 0.40111 -2.08746 2.62746 -0.177
C -0.33538 -3.36486 2.41063 -0.051
C 1.78728 -2.48198 2.82672 -0.227
C 2.33627 -2.56657 4.10022 -0.040
C 3.59419 -3.09095 4.29921 -0.093
C 4.30605 -3.51643 3.15975 -0.099
C 3.78117 -3.41190 1.89149 -0.066
C 2.48954 -2.86707 1.66508 -0.257
N 1.93404 -2.60491 0.40948 -0.006
C 2.27502 -3.31741 -0.72010 -0.213
C 3.00687 -4.51529 -0.77959 -0.036
C 3.23898 -5.14494 -1.99788 -0.120
C 2.75400 -4.65453 -3.19051 -0.112
C 1.93693 -3.51179 -3.13293 -0.040
C 1.68797 -2.87986 -1.94714 -0.210
N 0.64240 -1.89705 -1.83169 -0.229
C 0.65914 -0.95352 -2.97248 -0.078
C -0.68165 -2.54335 -1.85584 -0.060
H -0.43850 -1.95227 4.58751 0.080
H -1.07097 -0.82306 3.39493 0.072
H 0.53795 -0.56496 4.09582 0.085
H 0.00840 -4.09261 3.13961 0.091
H -0.06581 -3.71094 1.41878 0.076
H -1.40384 -3.18809 2.53908 0.066
H 1.76821 -2.15034 4.92338 0.100
H 4.07027 -3.17268 5.25209 0.083
H 5.31778 -3.86229 3.31189 0.094
H 4.40699 -3.60939 1.06205 0.091
H 3.33876 -4.93322 0.16646 0.089
H 3.68749 -6.13994 -2.00996 0.096
H 2.86931 -5.22441 -4.10779 0.089
H 1.34775 -3.25530 -4.03568 0.113
H 0.40394 -1.48388 -3.91660 0.086
H 1.64486 -0.50964 -3.07752 0.085
H -0.10212 -0.18806 -2.80074 0.048
H -0.83434 -3.14866 -2.77486 0.099
H -1.45498 -1.77573 -1.76803 0.073
H -0.74172 -3.24910 -1.00411 0.093
C 5.27186 -0.28672 2.01477 -0.043
C 5.17599 0.53111 3.14222 -0.057
C 4.00295 1.19968 3.36289 -0.015
C 2.87796 0.89533 2.60387 -0.220
N 2.95620 -0.01641 1.63585 0.051
C 4.12840 -0.53399 1.29897 -0.129
C 1.57189 1.57123 2.77545 -0.218
C 1.32894 2.51511 3.78279 -0.070
C 0.12177 3.15149 3.88664 -0.100
C -0.90617 2.80648 2.96561 -0.068
C -0.65222 1.81871 1.99983 -0.120
C 0.57713 1.18096 1.83679 -0.127
H 6.19893 -0.76188 1.68404 0.115
H 6.07248 0.66829 3.76419 0.112
H 3.95306 1.98102 4.11480 0.102
H 4.12743 -1.13207 0.40554 0.118
H 2.10773 2.78428 4.48537 0.091
H -0.04825 3.91449 4.63245 0.088
H -1.87721 3.26709 2.99999 0.085
H -1.45623 1.61981 1.28749 0.077
C -5.07402 4.33328 -2.75733 -0.049
C -5.15322 2.80197 -2.91470 -0.549
C -4.99788 2.47780 -4.41412 -0.056
C -6.52918 2.27748 -2.49353 -0.074
C -4.03190 2.09143 -2.15624 -0.186
C -2.72636 2.48264 -2.34605 -0.109
C -1.68742 1.83784 -1.74112 -0.556
Br 0.04936 2.47586 -2.01773 1.002
C -1.85518 0.66655 -0.94092 -0.392
O -0.82138 0.07627 -0.42724 -0.257
C -3.21770 0.29634 -0.71459 -0.112
C -4.23766 1.01431 -1.30283 -0.013
C -3.65179 -0.78598 0.25730 -0.496
C -2.55550 -1.56996 0.97520 -0.065
C -4.45995 -0.02200 1.36624 -0.027
C -4.59948 -1.76182 -0.50255 -0.035
H -5.90766 4.79072 -3.31380 0.084
H -4.14899 4.70681 -3.11554 0.053
H -5.12887 4.63563 -1.68997 0.098
H -5.82364 2.85812 -5.04439 0.085
H -4.99434 1.39654 -4.58863 0.089
H -4.07569 2.88909 -4.77015 0.067
H -7.31182 2.79439 -3.04852 0.077
H -6.76316 2.41692 -1.43824 0.081
H -6.57197 1.18057 -2.65699 0.089
H -2.49195 3.30626 -3.02515 0.102
H -5.25668 0.70868 -1.06618 0.086
H -1.87453 -0.88034 1.45775 0.058
H -1.98142 -2.23703 0.33867 0.059
H -3.05087 -2.20524 1.70848 0.082
H -3.70144 0.62363 1.86528 0.097
H -4.88546 -0.70782 2.07884 0.072
H -5.24846 0.57805 0.99669 0.054
H -4.03534 -2.27153 -1.28959 0.083
H -5.44336 -1.21712 -0.91986 0.063
H -4.99500 -2.53109 0.18767 0.085
I 2.53803 7.31799 -1.57694 0.768
C 3.00426 5.24252 -1.57453 -0.692
C 2.54075 4.48091 -0.48384 -0.149
C 2.62777 3.08430 -0.53170 -0.100
C 3.20974 2.46706 -1.60546 -0.198
C 3.72964 3.24270 -2.64928 -0.020
C 3.63602 4.62739 -2.66892 -0.138
C 3.34258 0.98507 -1.68987 -0.570
O 4.19452 0.49979 -2.41271 0.066
O 2.47359 0.29099 -0.99697 -0.168
H 2.07250 4.94732 0.33859 0.078
H 2.20721 2.48291 0.27670 0.095
H 4.14865 2.68511 -3.47751 0.118
H 3.94640 5.19715 -3.53677 0.091
```

The energy above the lowest of the compared OMol25 structures with the same formula, charge and spin is 0.0000 eV. The LUMO energy comes out at 2.10 eV. Its charge is -1.

- The highest charge belongs to which entry?
  C48H52AsN4O5Ti